Entry 1:
{"formula": "C39H96N6O", "method": "ωB97M-V/def2-TZVPD", "species": ["O", "N", "N", "N", "N", "N", "N", "C", "C", "C", "C", "C", "C", "C", "C", "C", "C", "C", "C", "C", "C", "C", "C", "C", "C", "C", "C", "C", "C", "C", "C", "C", "C", "C", "C", "C", "C", "C", "C", "C", "C", "C", "C", "C", "C", "C", "H", "H", "H", "H", "H", "H", "H", "H", "H", "H", "H", "H", "H", "H", "H", "H", "H", "H", "H", "H", "H", "H", "H", "H", "H", "H", "H", "H", "H", "H", "H", "H", "H", "H", "H", "H", "H", "H", "H", "H", "H", "H", "H", "H", "H", "H", "H", "H", "H", "H", "H", "H", "H", "H", "H", "H", "H", "H", "H", "H", "H", "H", "H", "H", "H", "H", "H", "H", "H", "H", "H", "H", "H", "H", "H", "H", "H", "H", "H", "H", "H", "H", "H", "H", "H", "H", "H", "H", "H", "H", "H", "H", "H", "H", "H", "H"], "xyz": [[-0.5138, 3.9535, 5.1919], [4.6174, 2.4886, -2.8600], [-0.8345, 0.2627, -0.2463], [3.8589, -1.6489, 4.9394], [1.6728, -3.2653, -5.2886], [-4.8434, 4.3937, 0.6404], [-5.0785, -3.9656, 0.0064], [-6.1070, -2.9989, 0.4632], [3.5219, 1.7860, -2.2675], [2.5435, -2.1469, -4.9578], [0.7388, 1.9912, 4.8103], [-4.7753, 5.7829, 0.9123], [-4.6866, 2.8774, -1.2640], [-5.1250, -3.5811, -2.4704], [4.3572, 3.9357, -3.0454], [5.6767, 4.6878, -3.3337], [3.3541, 2.0941, -0.7373], [-5.1318, -4.5270, -1.3020], [-4.0283, 4.0178, -0.4928], [2.3756, -4.3569, -6.0835], [-0.5845, 0.9801, 0.9851], [-2.2748, 0.3030, -0.5829], [5.9786, 0.5712, -4.0215], [1.7004, 4.0017, 6.0509], [1.7187, -0.8427, -4.6458], [3.7159, -3.9384, 6.0084], [-1.7029, 1.0165, 2.1361], [1.1118, -3.9026, -4.0259], [1.9244, -1.5550, 3.2860], [-4.6136, 3.5791, 1.8354], [-3.4562, -3.2296, 1.8742], [4.2655, 0.1476, 6.3661], [-6.0214, 3.3821, 2.5266], [-0.3687, -1.0976, -0.2234], [-3.7401, -3.6191, 0.3554], [1.1045, -1.2732, -0.2456], [5.0563, 1.8306, -4.1332], [4.1702, -3.0924, 4.8505], [-5.8574, -1.5321, 0.1437], [5.0137, -0.9407, 5.4644], [3.4077, -1.1113, 3.6157], [0.5744, 3.3736, 5.2992], [-2.6654, -0.1377, -1.9248], [2.5974, -3.8631, -7.5309], [-5.7612, 6.5928, 0.0941], [2.2093, -4.6566, -3.1214], [-0.1562, 1.7987, 4.2186], [-2.8139, -0.2592, 0.1796], [0.4064, 0.9289, 1.4363], [-4.3666, -5.2723, -1.5192], [-6.5309, -0.9473, 0.7702], [3.3754, -0.0218, 3.6188], [0.4146, -4.6945, -4.2998], [3.1972, -2.3037, -4.0998], [-4.1875, 2.5883, 1.6776], [1.4657, -0.8433, -1.1799], [1.5270, -0.8059, 0.6439], [4.2844, 2.0523, -0.1709], [3.5857, -3.5267, 4.0394], [1.7966, -4.8801, -2.1376], [2.6508, 1.4666, -0.1898], [2.6668, -3.6914, 6.1714], [-4.7625, 2.0563, -0.5511], [2.5852, 2.1172, -2.7159], [-2.2499, -1.1187, -2.1551], [-4.8228, -1.2787, 0.3749], [6.2326, 0.0851, -4.9634], [-7.1374, -3.2735, 0.2377], [2.2691, 0.0902, -4.5242], [6.9251, 0.9415, -3.6278], [4.0044, 4.3480, -2.1001], [1.2730, -0.6912, 3.4188], [-6.1436, -3.2990, -2.7371], [3.8967, -5.0060, 5.8838], [-1.7435, 1.9899, 2.6249], [-4.5455, -2.6636, -2.3678], [1.4673, -2.2370, 4.0029], [5.5743, -0.1204, -3.2823], [5.2073, -3.3860, 4.6886], [0.5088, -3.1588, -3.5049], [6.3551, 4.2281, -4.0525], [-3.7466, -0.2485, -1.8427], [-3.5091, -3.9862, 2.6572], [3.7374, 0.8684, 5.7418], [-3.1471, -4.5111, 0.1534], [1.5911, -3.8317, -7.9487], [-6.4401, 4.3449, 2.8194], [-3.7351, 6.0455, 0.7197], [1.4712, -2.2995, -0.2263], [-0.7948, -1.4669, 0.7094], [-5.6321, 6.3489, -0.9604], [-4.1384, -2.5191, 2.3410], [-3.9296, 3.8786, 2.6295], [3.7576, 0.7219, -2.2586], [1.7891, -2.0850, 2.3431], [-5.5465, 7.6543, 0.2177], [1.0299, -0.5896, -5.4517], [4.1317, 1.6148, -4.6684], [-1.3485, 0.3907, 2.9552], [4.8938, 0.8154, 6.9554], [3.0639, -4.6583, -8.1124], [-0.8483, -1.7965, -0.9088], [1.7098, -5.2186, -6.1305], [-6.0756, -1.3984, -0.9159], [5.5210, 5.6905, -3.7317], [5.6248, -1.5695, 6.1119], [-6.0991, -2.9937, 1.5531], [-5.6225, 3.3204, -1.6044], [1.6583, 2.0979, 4.2347], [3.6366, 4.1161, -3.8431], [-6.6583, 2.8712, 1.8046], [-2.4716, -2.7634, 1.9108], [4.0791, -1.4843, 2.8422], [-4.6773, -4.1671, -3.2731], [-4.1278, 2.5138, -2.1264], [4.3087, -3.5256, 6.8248], [-3.9182, 4.8221, -1.2201], [2.9233, 3.0610, -0.4772], [-2.5982, 1.3436, -0.5589], [-0.5870, 1.9961, 0.5902], [-6.8066, 6.3849, 0.3218], [-2.7582, 0.8493, 1.9206], [-3.3444, -2.7778, -0.2137], [-3.0679, 3.6475, -0.1340], [3.2565, -2.9960, -7.5757], [-5.9269, 2.6803, 3.3553], [5.6366, 2.5507, -4.7101], [3.0916, -4.0440, -2.9359], [3.1006, -1.7460, -5.8045], [1.2315, 4.7450, 6.6956], [5.6923, -0.4165, 4.7915], [-2.3153, 0.6240, -2.6214], [0.8719, 1.2723, 5.6187], [2.3327, 3.3033, 6.5991], [6.3438, 4.7179, -2.4722], [1.1810, -0.9616, -3.7051], [3.5199, -0.2289, 7.0664], [3.2747, -4.6012, -5.5179], [2.6392, -5.5968, -3.4668], [-6.0078, -5.1757, -1.3034], [2.4084, 4.5033, 5.3911], [-4.9337, 5.8841, 1.9859]], "mulliken_charge": [-0.5902, 0.1463, 0.3374, 0.4856, 0.0419, 0.4737, 0.2100, -1.2139, -0.0744, -0.0479, 0.0382, -0.7926, -1.0590, -0.8255, -0.3732, -1.2266, -1.2702, -0.7840, -0.6179, -0.4887, -0.3218, 0.8447, -1.3087, -1.2050, -0.5877, -1.2233, -1.3451, -0.1141, -0.6717, 0.1804, -1.1818, -1.0005, -1.3401, 0.1075, -0.4545, -0.6164, -0.4794, -0.7546, 0.0885, -0.6574, -1.0323, 0.4493, -1.4312, -1.2100, -1.2891, -1.1906, -0.2386, -0.4390, 0.1875, 0.4495, 0.4181, 0.4993, 0.3297, -0.0081, -0.5040, -0.2705, -0.2949, 0.3868, 0.3483, 0.3938, 0.1293, 0.2991, 0.0321, 0.2364, 0.2515, -0.5011, 0.3534, 0.4076, 0.0414, 0.3582, 0.3009, -0.1564, 0.2908, 0.3935, 0.4373, 0.1163, 0.4957, 0.2661, 0.4906, 0.0255, 0.3244, 0.2132, 0.3988, 0.1032, 0.5296, 0.3015, 0.3177, 0.4141, 0.5050, -0.2651, 0.2953, 0.2353, 0.4580, 0.1024, 0.3402, 0.4213, 0.3831, 0.2288, 0.3784, 0.4755, 0.4007, 0.5089, 0.3652, 0.2973, 0.3685, 0.3701, 0.3831, 0.4416, 0.1317, 0.3224, 0.2912, 0.1725, 0.3314, 0.3445, 0.3383, 0.2503, 0.5248, 0.3818, 0.0190, 0.4745, 0.2906, 0.1844, 0.2345, 0.2574, 0.3342, 0.4392, 0.4742, 0.3015, 0.2500, 0.3800, 0.3237, 0.4119, 0.4031, 0.3204, 0.3215, -0.1871, 0.3192, 0.3554, 0.3504, 0.4210, 0.2867, 0.4990], "e_homo_ha": -0.29463, "homo_lumo_gap_ha": 0.316, "smiles": "CCN(CC)CC.CCN(CC)CC.CCN(CC)CC.CCN(CC)CC.CCN(CC)CC.CCN(CC)CC.CC(C)=O"}


Entry 2:
{"formula": "C39H97N3O9", "method": "ωB97M-V/def2-TZVPD", "species": ["O", "O", "O", "O", "O", "O", "O", "O", "O", "N", "N", "N", "C", "C", "C", "C", "C", "C", "C", "C", "C", "C", "C", "C", "C", "C", "C", "C", "C", "C", "C", "C", "C", "C", "C", "C", "C", "C", "C", "C", "C", "C", "C", "C", "C", "C", "C", "C", "C", "C", "C", "H", "H", "H", "H", "H", "H", "H", "H", "H", "H", "H", "H", "H", "H", "H", "H", "H", "H", "H", "H", "H", "H", "H", "H", "H", "H", "H", "H", "H", "H", "H", "H", "H", "H", "H", "H", "H", "H", "H", "H", "H", "H", "H", "H", "H", "H", "H", "H", "H", "H", "H", "H", "H", "H", "H", "H", "H", "H", "H", "H", "H", "H", "H", "H", "H", "H", "H", "H", "H", "H", "H", "H", "H", "H", "H", "H", "H", "H", "H", "H", "H", "H", "H", "H", "H", "H", "H", "H", "H", "H", "H", "H", "H", "H", "H", "H", "H"], "xyz": [[17.0969, 23.1509, -9.9221], [8.6885, 28.9359, -10.5550], [16.6929, 20.5831, -9.4577], [14.4782, 20.3214, -2.3650], [9.6092, 23.0842, -4.9569], [18.3452, 25.2419, -8.5428], [10.4094, 21.6748, -11.3202], [12.2991, 19.4300, -7.0070], [5.9581, 20.9067, -7.9660], [15.6480, 30.4107, -9.4238], [14.9217, 24.3772, -15.6448], [12.7102, 24.0450, -9.3840], [12.0958, 25.0141, -8.4113], [10.6588, 24.7001, -7.9948], [8.9840, 22.8440, -2.7302], [7.8143, 23.1888, -3.6395], [13.6230, 31.8853, -9.1775], [15.5053, 22.1491, -16.8691], [8.5369, 23.9248, -4.8248], [11.8730, 19.1627, -8.2625], [17.3508, 30.3145, -7.5002], [13.8664, 25.3735, -15.3969], [15.7618, 28.8583, -11.4281], [10.8506, 18.0873, -8.0976], [9.3603, 27.6707, -10.4239], [14.6392, 31.2395, -10.1559], [9.9163, 22.3212, -3.7495], [10.5171, 22.8369, -12.0071], [12.5695, 24.7255, -14.7535], [16.4412, 31.1728, -8.4158], [14.5382, 21.7946, -2.3678], [13.9950, 24.5449, -9.8394], [7.9454, 21.9180, -8.7274], [17.2578, 26.2318, -8.7118], [7.2251, 21.2307, -7.5468], [14.3983, 23.1656, -16.2968], [16.7652, 25.2213, -14.3264], [17.2443, 20.2171, -8.2028], [13.6898, 22.4002, -7.6003], [6.9138, 22.0126, -9.8517], [14.4505, 20.9313, -4.6208], [5.5718, 21.6873, -9.0904], [11.2364, 17.3368, -6.8818], [15.6450, 24.2757, -14.3346], [17.6772, 23.1455, -11.1519], [16.5521, 29.6273, -10.3421], [14.8274, 19.8405, -3.6507], [14.7175, 22.1115, -3.8013], [11.7633, 18.4502, -6.0782], [12.8152, 22.6869, -8.8786], [13.8078, 25.5807, -10.9015], [18.0068, 30.7798, -6.7645], [9.9378, 24.7800, -8.8084], [13.3739, 20.9142, -4.7905], [12.0314, 16.6161, -7.0736], [13.6053, 22.2553, -2.0428], [16.7508, 21.5377, -9.5417], [13.2927, 22.7570, -6.6500], [16.3946, 25.8611, -8.1591], [15.2183, 21.1565, -16.5220], [7.7213, 20.4455, -6.9764], [16.4647, 22.3584, -16.3959], [13.1192, 25.3519, -11.7149], [6.8689, 22.9816, -10.3488], [14.6344, 23.7391, -10.1996], [7.0797, 21.2650, -10.6273], [16.9443, 26.2485, -9.7556], [13.5284, 25.7384, -16.3668], [10.6809, 17.5185, -9.0118], [13.7529, 21.3127, -7.5625], [16.3759, 28.1733, -12.0126], [15.3196, 22.3430, -1.8415], [18.2367, 20.6635, -8.1392], [15.5150, 22.1857, -17.9584], [18.5339, 25.2190, -7.6018], [8.9377, 24.8812, -4.4889], [9.7638, 21.2517, -3.8945], [9.7055, 27.4767, -9.4084], [12.8191, 24.0601, -13.9270], [15.3347, 29.5883, -12.1157], [15.7837, 22.3214, -3.8868], [11.9782, 26.0286, -8.7922], [15.1104, 31.9758, -10.8070], [11.0498, 22.8228, -12.9579], [17.4776, 24.9936, -13.5335], [8.4801, 22.8067, -8.3921], [7.1408, 23.8545, -3.0997], [7.9246, 23.8435, -5.7229], [18.7385, 23.2949, -10.9533], [8.8110, 26.8081, -10.8010], [10.5518, 23.7282, -7.5131], [14.7534, 25.7624, -11.4123], [13.8424, 22.6823, -15.4934], [11.9198, 24.0527, -15.3132], [12.8877, 32.3360, -9.8440], [16.8560, 29.4985, -6.9736], [14.4713, 25.0911, -9.0251], [16.4811, 26.2729, -14.2864], [11.4639, 20.0923, -8.6580], [13.4858, 26.5016, -10.4154], [9.3601, 29.6069, -10.6978], [14.4283, 18.8539, -3.8860], [18.1085, 29.7786, -8.0718], [17.0502, 28.8144, -9.8139], [10.9253, 18.9420, -5.5843], [4.8498, 21.0333, -9.5793], [17.0113, 31.9557, -8.9160], [14.8612, 28.5036, -10.9269], [9.5049, 23.2297, -12.1024], [17.3891, 27.2508, -8.3479], [8.7014, 21.2324, -9.1103], [13.0265, 21.9417, -9.6455], [14.1428, 23.0120, -4.0180], [11.0934, 23.4849, -11.3467], [10.3276, 16.8790, -6.4911], [11.8683, 25.4133, -14.2807], [11.7517, 22.4814, -8.7570], [10.3176, 27.6490, -10.9447], [9.9613, 18.7059, -7.9770], [14.9826, 24.3883, -13.4764], [16.5736, 20.6555, -7.4638], [12.5155, 18.2627, -5.3120], [15.8221, 31.6893, -7.6823], [15.9126, 23.2191, -14.3465], [8.7201, 21.9832, -2.1159], [17.3706, 30.2330, -10.7311], [7.3059, 22.3024, -4.0187], [10.2925, 25.4274, -7.2703], [17.3350, 24.9431, -15.2130], [15.8685, 19.6967, -3.9395], [14.6727, 22.8667, -7.5357], [14.2361, 26.1710, -14.7523], [14.9719, 21.0530, -5.5702], [12.7009, 25.1698, -7.5182], [10.1108, 21.8009, -10.4165], [13.5934, 23.4458, -16.9763], [10.8454, 22.4742, -3.2004], [6.9555, 21.9931, -6.8159], [17.5602, 23.8644, -9.4772], [9.3738, 23.6821, -2.1525], [14.0382, 32.6236, -8.4915], [17.6197, 22.2043, -11.6985], [14.1455, 30.6454, -10.9249], [5.2229, 22.6528, -8.7241], [13.0968, 31.1207, -8.6059], [17.2089, 19.1388, -8.0474], [12.6614, 18.7734, -8.9066], [17.3824, 24.0095, -11.7475]], "mulliken_charge": [-0.4932, -0.5164, -0.5389, -0.4403, -0.1892, -0.6107, -0.4781, -0.2331, -0.5206, 0.4579, 0.1167, 1.2991, -0.3439, -1.4110, -0.7828, -0.6393, -1.3443, -1.1090, -0.4180, 0.3987, -1.3977, -0.6218, -1.6644, -0.3975, -0.4626, -0.4458, 0.0060, -0.0711, -1.1325, -0.2972, -0.5096, -0.4192, 1.7094, -0.1629, -0.5143, -0.4754, -1.2838, -0.1905, -0.6203, -0.6685, 1.0640, -0.5640, -0.5371, 0.0875, -0.5138, 0.0313, -0.5477, -0.7559, -0.1308, -0.9539, -0.9627, 0.4520, 0.1854, -0.1919, 0.2953, 0.2500, 0.4665, 0.1624, 0.3764, 0.3289, 0.3395, 0.2728, -0.1157, 0.3789, 0.4308, 0.3256, -0.0435, 0.4684, 0.4346, 0.1802, 0.4875, 0.3062, 0.2680, 0.3335, 0.2855, 0.3306, 0.1862, 0.2855, 0.2037, 0.3742, 0.4079, 0.2740, 0.3872, 0.1012, 0.4680, -0.5963, 0.4077, 0.1452, 0.4569, 0.2402, 0.1391, 0.2514, 0.2888, 0.4617, 0.4179, 0.3680, 0.0941, 0.0731, -0.4220, 0.2370, 0.2888, 0.3224, 0.3502, 0.0689, 0.0429, 0.3266, 0.3889, 0.4547, 0.2835, 0.1823, -0.6093, 0.6372, 0.3381, -0.0918, 0.3550, 0.5301, -0.2175, 0.1718, -0.0719, -0.4580, -0.1841, 0.0705, 0.3342, 0.4841, 0.3718, 0.4025, 0.2394, 0.4622, 0.3730, 0.3420, 0.2933, 0.1338, -0.5905, 0.3813, 0.0548, 0.4359, 0.0207, 0.1648, 0.3201, 0.3185, 0.3874, 0.3733, 0.4428, 0.2931, 0.3540, 0.2737, 0.2139, -0.1190], "spin_multiplicity": 2, "s2": 0.754, "total_charge": 1, "e_homo_ha": [-0.35889, -0.35889], "homo_lumo_gap_ha": [0.260, 0.076]}


no.,maximum force (Eh/bohr),M (g/mol),DFT total energy (Eh)
1,0.0755,665.2,-1947.05397
2,0.0848,752.2,-2384.87063